No. 1
DFT (ωB97M-V/def2-TZVPD) results for C5H13N2 as an isolated structure in a non-equilibrium geometry.

The geometry in XYZ format:
```
20
Properties=species:S:1:pos:R:3:forces:R:3
C -1.246 0.943 -1.502 -2.7 -3.6 -4.3
C -0.594 1.575 -0.279 4.9 3.3 -4.7
C -0.361 0.551 0.730 1.1 -5.9 1.0
C 0.897 -0.304 0.948 0.8 1.1 1.0
C 1.473 -1.855 0.257 8.5 0.5 -2.1
N 2.537 -2.573 0.721 -6.3 1.2 2.1
N -1.273 2.755 -0.056 -4.4 -1.5 2.4
H -2.438 0.753 -1.391 2.8 0.2 0.6
H -1.436 1.520 -2.752 1.6 -1.1 4.3
H -0.765 -0.132 -1.752 -1.2 2.3 0.4
H 0.525 2.204 -0.802 -2.4 -3.0 1.8
H 0.909 -0.641 1.992 -0.7 0.0 0.0
H -1.188 -0.122 1.334 1.2 2.7 -1.5
H 1.925 0.193 0.893 -1.7 -0.2 -0.8
H -0.353 -2.810 -0.142 -0.2 -0.8 0.4
H 1.921 -1.544 -0.925 -2.4 -0.9 3.0
H 2.499 -2.937 1.819 0.2 1.6 -3.2
H -0.151 -3.413 0.286 -0.5 0.5 -0.5
H -0.668 3.528 0.190 -1.1 0.0 1.2
H -2.213 2.310 0.431 2.5 3.5 -0.9
```
Positions in Å, forces in eV/Å.

As for the spin multiplicity: 1. The calculation puts the orbital gap at 6.4 eV. As for the net charge: +1. The HOMO energy comes out at -13.77 eV. For the molecular weight, the calculation gives 101.173 g/mol. The value obtained for the energy above the lowest of the compared OMol25 structures with the same formula, charge and spin is 13.271 eV.


No. 2
DFT (ωB97M-V/def2-TZVPD) results for C10H27Cl2O2P2SW as an isolated structure in a non-equilibrium geometry.

The geometry in XYZ format:
```
45
Properties=species:S:1:pos:R:3:forces:R:3
C 1.369 0.006 -2.276 -0.4 -0.1 -1.3
C 1.168 0.159 -0.791 3.9 0.7 1.2
H 1.891 0.897 -2.664 0.0 -0.2 0.3
H 0.436 -0.125 -2.841 0.2 0.1 0.3
H 2.017 -0.863 -2.477 -0.1 0.2 0.3
O 2.162 0.307 -0.092 -3.9 -0.3 -2.1
Cl -3.335 0.525 -1.104 2.4 -0.2 0.0
W -1.230 0.184 -0.166 -2.2 -3.6 0.1
P -0.638 2.419 -0.952 -0.1 3.6 -0.2
C 0.913 3.126 -0.312 0.4 -0.4 0.1
C -0.648 2.601 -2.764 0.1 -0.8 -0.5
H -0.441 3.653 -3.009 0.0 -0.2 0.2
H -1.471 4.679 -1.036 0.0 -0.3 0.0
H -1.649 2.334 -3.130 0.2 0.1 0.0
H -2.819 3.503 -0.916 0.1 0.1 0.1
H 1.734 2.907 -1.002 0.0 0.2 0.1
H 0.092 1.966 -3.263 -0.3 0.3 0.0
C -1.820 3.760 -0.546 -0.4 -0.4 0.3
H 0.786 4.211 -0.219 0.0 -0.3 -0.1
H -1.862 3.929 0.534 0.1 0.1 -0.2
H 1.166 2.702 0.669 -0.1 0.2 -0.2
P -0.197 -2.460 -0.794 0.6 -2.1 0.1
C 1.480 -2.931 -0.208 0.2 0.9 0.2
C -1.092 -3.927 -0.134 -0.8 0.7 0.5
H -1.246 -3.032 -2.877 0.3 0.0 -0.1
H 0.293 -3.933 -2.659 -0.1 0.3 0.3
H 0.313 -2.222 -3.193 -0.2 -0.4 0.0
C -0.197 -2.954 -2.560 -0.4 1.1 -0.4
H -2.151 -3.862 -0.416 0.2 -0.2 0.1
H -0.660 -4.853 -0.543 0.1 0.5 -0.1
H 1.935 -3.595 -0.954 -0.1 0.1 0.2
H 1.381 -3.462 0.747 0.1 0.1 -0.2
H -1.019 -3.946 0.962 -0.1 -0.1 -0.3
H 2.114 -2.051 -0.061 0.2 -0.5 0.0
Cl -2.418 -1.495 1.098 0.5 1.0 -0.4
C -0.132 -0.973 3.351 0.1 -0.1 0.0
S 0.584 -0.174 1.902 -0.5 0.5 1.9
C -1.826 1.396 1.465 -0.2 0.2 1.5
O 1.140 1.129 2.415 -0.5 -1.3 -0.9
H -0.680 -1.877 3.079 0.2 0.2 0.0
H -0.785 -0.249 3.846 0.1 0.0 0.0
H 0.720 -1.218 3.995 -0.1 0.1 0.0
H -2.328 0.730 2.173 0.2 0.3 0.0
H -1.049 1.934 2.016 0.0 0.1 -0.3
H -2.587 2.105 1.128 0.2 -0.2 -0.2
```
Positions in Å, forces in eV/Å.

As for the spin multiplicity: 3. The calculation puts the orbital gap (spin up / spin down) at 6.2 / 5.8 eV. The expectation value of S² is 2.053. As for the net charge: +3. The HOMO energy (spin up / spin down) comes out at -20.06 / -20.42 eV. For the molecular weight, the calculation gives 528.085 g/mol. The value obtained for the energy above the lowest of the compared OMol25 structures with the same formula, charge and spin is 2.538 eV.